Run P
Below is an isolated molecule of C6H8, with properties calculated with ωB97M-V with the def2-TZVPD basis set.

The calculation puts the frontier orbital gap at 10.01 eV. The HOMO energy is -0.3284 Eh. The SMILES is C=C(C)C1=CC1. The value obtained for the molecular weight is 80.13 g mol⁻¹. Its spin multiplicity is 1.

Each line ends with the Löwdin charge.
Cartesian coordinates (Å):
C 0.210 -1.875 0.680  0.0616
C -0.160 -0.599 0.313  -0.3071
C -1.568 -0.450 0.522  -0.1277
C 0.610 0.603 -0.119  -0.1735
C 1.671 1.332 -0.030  0.0038
C 0.772 1.641 -1.247  -0.0744
H 1.239 -2.297 0.577  0.0739
H -0.602 -2.563 0.670  0.0445
H -2.228 -0.389 -0.418  0.1165
H -1.870 0.474 1.006  0.0862
H -2.035 -1.288 0.966  0.0554
H 2.651 1.488 0.477  0.1109
H 0.086 2.437 -1.161  0.0495
H 1.224 1.486 -2.235  0.0804


Run Q
Below is an isolated molecule of C6H8, with properties calculated with ωB97M-V with the def2-TZVPD basis set.

The calculation puts the frontier orbital gap at 8.79 eV. The HOMO energy is -0.2879 Eh. The value obtained for the molecular weight is 80.13 g mol⁻¹. Its spin multiplicity is 1.

Each line ends with the Löwdin charge.
Cartesian coordinates (Å):
C -1.040 0.448 -1.176  -0.1387
C -0.802 -0.986 -1.471  0.0137
C -1.146 0.792 0.296  -0.0578
C -0.721 -1.545 -0.071  -0.1465
C -0.009 -0.130 -0.062  -0.4015
C 1.459 0.105 0.093  -0.0267
H -0.881 1.243 -1.948  0.1301
H -0.697 1.592 0.706  0.0703
H -1.856 0.335 0.925  0.0902
H -1.587 -1.628 0.604  0.1026
H -0.086 -2.439 0.023  0.0944
H 2.137 0.001 -0.871  0.1311
H 1.941 -0.602 0.820  0.0977
H 1.540 1.100 0.372  0.0410


Run R
Below is an isolated molecule of C6H8, with properties calculated with ωB97M-V with the def2-TZVPD basis set.

The calculation puts the frontier orbital gap at 7.75 eV. The HOMO energy is -0.2982 Eh. The value obtained for the molecular weight is 80.13 g mol⁻¹. Its spin multiplicity is 1.

Each line ends with the Löwdin charge.
Cartesian coordinates (Å):
C -1.262 0.857 0.497  -0.0664
C -0.325 0.245 -0.562  -0.3686
C 1.128 0.675 -0.269  -0.2390
C 1.781 -0.385 0.569  0.0358
C 0.925 -1.542 0.330  -0.1421
C -0.216 -1.226 -0.326  -0.0339
H -2.245 0.374 0.508  0.0768
H -1.404 1.928 0.325  0.0792
H -0.695 0.486 -1.568  0.1369
H 1.234 1.693 0.120  0.1043
H 1.735 0.637 -1.192  0.1275
H -0.810 0.724 1.487  0.0905
H 1.158 -2.541 0.691  0.0827
H -1.005 -1.924 -0.608  0.1165


Most stable structure: run R


Run P
Below is a cluster of 2 separate species, C6H8 in total, with properties calculated with ωB97M-V with the def2-TZVPD basis set.

The calculation puts the frontier orbital gap at 10.31 eV. The HOMO energy is -0.3450 Eh. The SMILES is C=C=CC.C#C. The value obtained for the molecular weight is 80.13 g mol⁻¹. Its spin multiplicity is 1.

Each line ends with the Löwdin charge.
Cartesian coordinates (Å):
C 2.313 1.531 0.084  -0.0187
C 1.315 0.686 0.167  -0.1580
C 0.498 -0.268 0.536  -0.2054
C 0.210 -1.485 -0.332  -0.0987
H 3.204 1.116 0.653  0.0783
H 2.477 2.403 -0.627  0.0734
H -0.298 -0.054 1.321  0.1153
H 0.842 -1.370 -1.162  0.0548
H 0.212 -2.396 0.245  0.0700
H -0.788 -1.385 -0.800  0.0607
C -3.140 0.773 0.412  0.0476
C -2.089 0.789 -0.177  -0.0133
H -3.884 0.790 1.072  -0.0243
H -1.323 0.756 -0.892  0.0182


Run Q
Below is a structure of composition C6H8, with properties calculated with ωB97M-V with the def2-TZVPD basis set.

The calculation puts the frontier orbital gap at 7.65 eV. The HOMO energy is -0.3058 Eh. The value obtained for the molecular weight is 80.13 g mol⁻¹. Its spin multiplicity is 1.

Each line ends with the Löwdin charge.
Cartesian coordinates (Å):
C 1.962 -1.067 -0.053  0.0926
C 1.303 0.279 -0.402  -0.3250
C 1.545 1.580 -0.262  0.0879
C 0.638 -1.602 0.035  -0.2386
C -0.057 -0.332 -0.552  -0.3575
C -1.313 0.375 -0.068  -0.1004
H 0.783 2.247 -0.503  0.0416
H 2.659 1.826 -0.399  0.1041
H 0.617 -2.534 -0.648  0.1487
H 0.480 -2.234 0.937  0.1299
H -0.226 -0.531 -1.624  0.1399
H -1.360 0.859 1.037  0.1201
H -2.257 -0.289 -0.124  0.0887
H -1.535 1.247 -0.733  0.0680


Most stable structure: run P


Run P
Below is an isolated molecule of C6H8, with properties calculated with ωB97M-V with the def2-TZVPD basis set.

The calculation puts the frontier orbital gap at 9.69 eV. The HOMO energy is -0.3167 Eh. The SMILES is C=C=C(C)C=C. The value obtained for the molecular weight is 80.13 g mol⁻¹. Its spin multiplicity is 1.

Each line ends with the Löwdin charge.
Cartesian coordinates (Å):
C 1.981 -1.126 0.023  -0.0225
C 1.134 -0.176 0.007  -0.1212
C 0.032 0.519 0.011  -0.3125
C -0.110 2.042 -0.113  -0.0764
C -1.305 -0.201 -0.011  -0.1300
C -1.367 -1.515 -0.111  0.0204
H 2.355 -1.590 -0.921  0.0759
H 2.392 -1.657 0.971  0.0997
H -0.557 2.320 0.927  0.0998
H -0.823 2.298 -0.860  0.0492
H 0.858 2.698 -0.145  0.1076
H -2.058 0.551 0.432  0.1273
H -2.147 -2.198 -0.057  0.0351
H -0.383 -1.965 -0.152  0.0474


Run Q
Below is an isolated molecule of C6H8, with properties calculated with ωB97M-V with the def2-TZVPD basis set.

The calculation puts the frontier orbital gap at 8.85 eV. The HOMO energy is -0.2886 Eh. The SMILES is C/C=C1C=C/1C. The value obtained for the molecular weight is 80.13 g mol⁻¹. Its spin multiplicity is 1.

Each line ends with the Löwdin charge.
Cartesian coordinates (Å):
C -2.192 0.262 0.480  -0.1452
C -1.400 0.672 -0.711  -0.1978
C -0.170 0.197 -0.893  -0.1135
C 1.112 0.080 -1.535  -0.0062
C 1.293 -0.344 -0.283  -0.1001
C 2.149 -0.636 0.877  -0.0701
H -3.104 0.894 0.597  0.0643
H -1.730 0.381 1.432  0.0425
H -2.543 -0.873 0.304  0.1179
H -1.993 0.839 -1.555  0.0705
H 1.581 0.563 -2.319  0.0716
H 2.908 -1.341 0.742  0.0425
H 1.525 -1.102 1.734  0.1058
H 2.564 0.409 1.130  0.1179


Most stable structure: run P


Run P
Below is a cluster of 7 separate species, C5H24N2O7 in total, with properties calculated with ωB97M-V with the def2-TZVPD basis set.

The calculation puts the frontier orbital gap at 8.50 eV. The HOMO energy is -0.3048 Eh. The SMILES is N/C=C/C[C@@H](N)CO.O.O.O.O.O.O. The value obtained for the molecular weight is 224.25 g mol⁻¹. Its spin multiplicity is 1.

Each line ends with the Löwdin charge.
Cartesian coordinates (Å):
N -2.069 1.745 -0.552  0.0542
C -0.739 1.716 -0.076  -0.2085
C -0.473 1.793 1.222  -0.1075
C 0.867 1.719 1.938  -0.1849
C 2.001 0.903 1.326  -0.3856
N 3.207 1.102 2.159  0.0611
C 1.593 -0.587 1.395  -0.2611
O 2.576 -1.282 0.689  -0.0433
H -2.140 2.016 -1.514  0.0586
H -2.708 2.261 0.032  0.0878
H -0.010 1.315 -0.731  0.0493
H -1.201 2.034 1.991  0.1040
H 1.185 2.773 1.970  0.1180
H 0.728 1.525 3.000  0.1112
H 1.986 1.220 0.273  0.1404
H 3.832 1.697 1.623  0.0762
H 3.651 0.190 2.214  0.0646
H 0.615 -0.467 0.897  0.0910
H 1.469 -0.804 2.460  0.1382
H 2.532 -2.240 0.713  0.1034
O -2.050 -0.445 -3.271  -0.0470
H -1.377 -0.458 -2.580  -0.0075
H -2.101 0.504 -3.435  0.0310
O -0.303 -3.482 -0.573  -0.0453
H -0.432 -3.114 0.296  0.0084
H -1.115 -3.169 -0.994  0.0267
O -1.554 -1.898 2.205  -0.0377
H -2.239 -1.748 1.555  0.0185
H -0.649 -1.653 2.035  -0.0131
O 0.401 1.911 -2.626  -0.0507
H -0.188 1.674 -3.350  0.0388
H 0.789 1.063 -2.394  0.0083
O -2.884 -1.611 -0.749  -0.0587
H -2.665 -0.673 -0.846  0.0089
H -3.167 -1.858 -1.637  0.0400
O 0.657 -0.993 -1.722  -0.0497
H 0.578 -1.953 -1.775  0.0392
H 1.397 -0.727 -1.171  0.0228


Run Q
Below is a cluster of 7 separate species, C5H24N2O7 in total, with properties calculated with ωB97M-V with the def2-TZVPD basis set.

The calculation puts the frontier orbital gap at 9.19 eV. The HOMO energy is -0.3294 Eh. The SMILES is CNCCNCC=O.O.O.O.O.O.O. The value obtained for the molecular weight is 224.25 g mol⁻¹. Its spin multiplicity is 1.

Each line ends with the Löwdin charge.
Cartesian coordinates (Å):
C 1.723 -1.851 -1.481  -0.1525
N 1.805 -0.428 -1.736  -0.1110
C 0.777 0.146 -2.695  -0.1816
C -0.135 1.285 -2.035  -0.2269
N -0.748 0.867 -0.794  -0.1398
C -1.419 1.923 0.030  -0.1373
C -2.416 1.247 1.075  -0.1779
O -1.985 1.494 2.158  0.0465
H 1.755 -2.115 -0.462  0.0530
H 0.905 -2.373 -2.042  0.0942
H 2.612 -2.354 -1.814  0.0605
H 1.658 0.082 -0.820  0.0714
H 0.246 -0.594 -3.277  0.0857
H 1.353 0.850 -3.505  0.1365
H -0.987 1.463 -2.818  0.1384
H 0.460 2.242 -1.923  0.1150
H -0.134 0.294 -0.162  0.0629
H -2.070 2.421 -0.691  0.1091
H -0.798 2.741 0.373  0.0980
H -3.258 0.750 0.736  0.0842
O 2.217 2.628 0.784  -0.0809
H 1.732 1.871 1.280  0.0603
H 1.548 3.330 0.857  0.0457
O -2.892 -0.643 -0.829  -0.0475
H -1.974 -0.464 -0.921  -0.0266
H -3.218 -0.988 -1.642  0.0546
O -1.219 -2.683 -0.102  -0.0625
H -0.612 -1.921 -0.147  0.0086
H -2.062 -2.222 0.005  0.0311
O 3.248 -0.026 1.061  -0.0102
H 3.771 -0.412 0.368  0.0566
H 3.318 0.872 0.875  -0.0225
O 0.439 -0.328 1.441  -0.1282
H 1.318 -0.123 1.913  0.0864
H -0.178 0.051 2.187  0.1254
O -0.249 -2.696 2.492  -0.0950
H -0.765 -2.961 1.698  0.0063
H 0.335 -1.978 2.231  -0.0298


Most stable structure: run P


Run P
Below is the ion C3NS with charge +1, with properties calculated with ωB97M-V with the def2-TZVPD basis set.

The calculation puts the frontier orbital gap (alpha / beta) at 6.79 / 6.94 eV. As for the total charge: +1. The HOMO energy (alpha / beta) is -0.6300 / -0.6348 Eh. The value obtained for the molecular weight is 82.11 g mol⁻¹. Its spin multiplicity is 1.

Each line ends with the Löwdin charge.
Cartesian coordinates (Å):
C 1.246 -0.897 0.142  0.2028
C 1.243 0.321 -0.300  -0.5859
C -0.402 -1.061 0.099  -0.1234
N -1.120 -1.943 -0.150  0.2608
S 1.246 1.796 0.071  1.2458


Run Q
Below is a structure of composition C3NS, with properties calculated with ωB97M-V with the def2-TZVPD basis set.

The calculation puts the frontier orbital gap at 8.31 eV. As for the total charge: +1. The HOMO energy is -0.6388 Eh. The value obtained for the molecular weight is 82.11 g mol⁻¹. Its spin multiplicity is 1.

Each line ends with the Löwdin charge.
Cartesian coordinates (Å):
C 1.112 0.537 0.862  0.2761
C 0.556 -0.609 0.258  -0.1835
C -0.002 0.814 0.177  -0.2400
N -0.938 0.483 -0.554  -0.0859
S -0.728 -1.226 -0.743  1.2333


Most stable structure: run P


Run P
Below is the ion CH3N2O with charge +1, with properties calculated with ωB97M-V with the def2-TZVPD basis set.

The calculation puts the frontier orbital gap (alpha / beta) at 9.44 / 9.44 eV. As for the total charge: +1. The HOMO energy (alpha / beta) is -0.5994 / -0.5993 Eh. The SMILES is [NH2+]=C=[NH+][O-]. The value obtained for the molecular weight is 59.05 g mol⁻¹. Its spin multiplicity is 1.

Each line ends with the Löwdin charge.
Cartesian coordinates (Å):
N -1.189 0.390 -0.167  0.2567
C -0.035 0.397 0.345  0.0766
N 1.149 -0.140 0.098  -0.0539
O 2.314 0.088 -0.175  0.1537
H -1.344 -0.280 -1.017  0.2278
H -1.966 0.616 0.369  0.1254
H 1.071 -1.072 0.547  0.2136


Run Q
Below is a cluster of 2 separate species, CH3N2O in total, with properties calculated with ωB97M-V with the def2-TZVPD basis set.

The calculation puts the frontier orbital gap (alpha / beta) at 8.80 / 9.61 eV. As for the total charge: +1. The HOMO energy (alpha / beta) is -0.6510 / -0.6195 Eh. The value obtained for the molecular weight is 59.05 g mol⁻¹. Its spin multiplicity is 1.

Each line ends with the Löwdin charge.
Cartesian coordinates (Å):
C 0.815 -0.543 0.107  0.1517
N 2.988 0.410 -0.037  0.4556
N 1.978 -0.049 -0.009  -0.0040
O -0.307 1.693 0.004  0.0693
H 0.447 -0.807 1.114  0.1570
H 0.228 -0.754 -0.868  0.1831
H -0.170 1.837 -0.894  -0.0127


Most stable structure: run P